{"formula": "C67H152N8O15", "method": "ωB97M-V/def2-TZVPD", "elements": ["C", "C", "C", "C", "C", "C", "C", "C", "C", "N", "O", "H", "H", "H", "H", "H", "H", "H", "H", "H", "H", "H", "H", "H", "H", "H", "H", "H", "H", "H", "C", "C", "C", "C", "C", "C", "C", "C", "C", "N", "O", "H", "H", "H", "H", "H", "H", "H", "H", "H", "H", "H", "H", "H", "H", "H", "H", "H", "H", "H", "C", "C", "C", "C", "C", "C", "C", "C", "C", "N", "O", "H", "H", "H", "H", "H", "H", "H", "H", "H", "H", "H", "H", "H", "H", "H", "H", "H", "H", "H", "C", "C", "C", "C", "C", "C", "C", "C", "C", "N", "O", "H", "H", "H", "H", "H", "H", "H", "H", "H", "H", "H", "H", "H", "H", "H", "H", "H", "H", "H", "C", "C", "C", "C", "C", "C", "C", "C", "C", "N", "O", "H", "H", "H", "H", "H", "H", "H", "H", "H", "H", "H", "H", "H", "H", "H", "H", "H", "H", "H", "C", "O", "C", "C", "N", "C", "C", "O", "C", "H", "H", "H", "H", "H", "H", "H", "H", "H", "H", "H", "H", "H", "H", "H", "C", "O", "C", "C", "N", "C", "C", "O", "C", "H", "H", "H", "H", "H", "H", "H", "H", "H", "H", "H", "H", "H", "H", "H", "C", "O", "C", "C", "N", "C", "C", "O", "C", "H", "H", "H", "H", "H", "H", "H", "H", "H", "H", "H", "H", "H", "H", "H", "O", "C", "C", "O", "H", "H", "H", "H", "H", "H", "O", "C", "C", "O", "H", "H", "H", "H", "H", "H"], "positions_angstrom": [[4.849970, -18.620380, 23.001310], [6.289520, -18.584450, 23.550080], [6.953780, -19.705190, 22.881790], [6.897800, -17.223790, 23.043930], [8.188570, -16.807950, 23.678100], [7.900020, -16.636140, 25.241860], [7.403800, -17.982610, 25.807850], [8.601220, -19.007330, 26.017600], [6.810110, -17.644670, 27.174290], [6.282200, -18.503310, 24.994870], [5.773510, -19.725230, 25.472320], [4.246950, -19.353730, 23.536720], [4.330440, -17.665190, 23.077580], [4.764400, -18.801500, 21.929880], [6.902270, -19.536550, 21.806150], [7.999010, -19.822630, 23.167820], [6.429160, -20.620200, 23.156800], [6.997950, -17.281780, 21.960090], [6.154950, -16.465670, 23.291940], [8.976010, -17.538630, 23.493290], [8.451320, -15.851440, 23.226270], [7.286890, -15.736300, 25.291420], [8.757740, -16.343910, 25.847680], [8.189650, -19.973000, 26.311190], [9.228150, -18.682070, 26.847820], [9.085160, -19.277570, 25.079060], [7.632010, -17.433910, 27.858500], [6.337420, -18.549050, 27.557380], [6.072650, -16.843650, 27.123010], [5.074270, -19.400940, 26.044600], [-3.190940, -19.527340, 20.663250], [-1.809040, -19.583900, 20.113540], [-1.523630, -20.875960, 19.377390], [-1.765460, -18.435560, 19.065050], [-0.397660, -17.980260, 18.589110], [0.407340, -17.573400, 19.888840], [0.482610, -18.612400, 21.044170], [1.612610, -19.591080, 20.707350], [0.960730, -17.781120, 22.290470], [-0.838810, -19.265010, 21.216310], [-0.822100, -20.141020, 22.192920], [-3.518300, -20.437890, 21.165090], [-3.342880, -18.861980, 21.513130], [-3.957430, -19.263040, 19.934730], [-2.137650, -21.058610, 18.495510], [-0.451070, -21.013440, 19.240190], [-1.830060, -21.684600, 20.040950], [-2.241390, -18.678310, 18.114960], [-2.227790, -17.493220, 19.358920], [0.200190, -18.737700, 18.082200], [-0.534410, -17.075040, 17.997510], [0.010250, -16.605810, 20.195730], [1.407760, -17.408240, 19.488870], [1.864650, -20.318380, 21.479120], [2.482420, -18.989100, 20.444390], [1.467210, -20.200740, 19.815570], [1.888540, -17.281440, 22.011930], [1.169330, -18.393660, 23.167620], [0.185950, -17.060790, 22.553020], [-0.411770, -20.884680, 21.745480], [2.631050, -12.163750, 21.921670], [2.889250, -13.680970, 21.966270], [2.684840, -14.307340, 20.533910], [4.387430, -13.925220, 22.232840], [4.835420, -13.695340, 23.648150], [3.964000, -14.438890, 24.644480], [2.433320, -14.208310, 24.479750], [1.679080, -15.405140, 25.276560], [2.029340, -12.896680, 25.159090], [2.042910, -14.340220, 23.014780], [0.682310, -14.143650, 22.763180], [3.015160, -11.745120, 22.851890], [3.159520, -11.672470, 21.104690], [1.569710, -11.931320, 21.834260], [3.380410, -14.057560, 19.732740], [2.784640, -15.390800, 20.599130], [1.640880, -14.166490, 20.253870], [4.716520, -14.921250, 21.936660], [4.962590, -13.292810, 21.556580], [5.842360, -14.104670, 23.729550], [4.960710, -12.634690, 23.865950], [4.281210, -14.218240, 25.663700], [4.193050, -15.499940, 24.545390], [0.685050, -15.164220, 25.653340], [2.231000, -15.560750, 26.203530], [1.554080, -16.255760, 24.606540], [2.502180, -12.018690, 24.719030], [2.321110, -12.930320, 26.208770], [0.952460, -12.754300, 25.068770], [0.410040, -15.023060, 22.490950], [8.037690, -16.866760, 17.151990], [6.557100, -16.816450, 17.560390], [6.376530, -17.122900, 19.111990], [6.089700, -15.328400, 17.319890], [4.592430, -15.147900, 17.114230], [4.018250, -16.202990, 16.126570], [4.330670, -17.610190, 16.495810], [3.561110, -18.114520, 17.745650], [3.802360, -18.534400, 15.356090], [5.815630, -17.709740, 16.673630], [6.274540, -19.006720, 16.734820], [8.659790, -16.173870, 17.718550], [8.535130, -17.829610, 17.035420], [8.113300, -16.639650, 16.088600], [6.392340, -18.194910, 19.308570], [7.292610, -16.900950, 19.659390], [5.470060, -16.628980, 19.461900], [6.346710, -14.690250, 18.165360], [6.653690, -14.914870, 16.483830], [4.255020, -15.288890, 18.141060], [4.426290, -14.108940, 16.829500], [4.217350, -15.970250, 15.080480], [2.949000, -16.021110, 16.234840], [2.504580, -18.031210, 17.490900], [3.773850, -17.445990, 18.579860], [3.871870, -19.129030, 17.995260], [4.182650, -18.016190, 14.475780], [2.716570, -18.547180, 15.261300], [4.213510, -19.542690, 15.306910], [6.561070, -19.133580, 15.827410], [-1.671180, -8.483950, 18.446500], [-0.343210, -8.912120, 19.025810], [0.265040, -7.626750, 19.723690], [-0.685700, -9.923540, 20.187900], [-1.055850, -11.322840, 19.590760], [0.017050, -11.827790, 18.622680], [0.378840, -10.869600, 17.458450], [1.600040, -11.399050, 16.835230], [-0.680070, -10.894690, 16.320830], [0.608300, -9.456290, 17.999850], [0.945220, -8.527810, 17.005970], [-1.492010, -7.711600, 17.698530], [-2.253040, -9.326770, 18.073400], [-2.329070, -8.133610, 19.241820], [1.240060, -7.924100, 20.109720], [0.325990, -6.781080, 19.038690], [-0.359980, -7.338870, 20.569020], [0.128470, -10.034090, 20.904150], [-1.581130, -9.549480, 20.684270], [-1.268770, -11.919400, 20.477820], [-1.993040, -11.377050, 19.036850], [-0.334100, -12.790060, 18.250080], [0.902330, -12.046400, 19.219830], [1.555560, -12.466470, 16.619030], [2.426530, -11.172490, 17.508790], [1.977730, -10.879360, 15.954680], [-0.764470, -11.866410, 15.834270], [-0.306040, -10.309030, 15.481060], [-1.700620, -10.725860, 16.664460], [0.144960, -8.354180, 16.504930], [3.257630, -14.399110, 29.097150], [2.692740, -13.078840, 29.208280], [1.321720, -13.118410, 29.487730], [0.786990, -11.646120, 29.637600], [0.781220, -10.902260, 28.422930], [0.622050, -9.467580, 28.660580], [0.466960, -8.708120, 27.387420], [1.755040, -8.819590, 26.783810], [1.796340, -7.972170, 25.603260], [2.821590, -15.091980, 28.377500], [3.398020, -14.923590, 30.042310], [4.291900, -14.279390, 28.774570], [1.195710, -13.763840, 30.357010], [0.749210, -13.687510, 28.755290], [1.415710, -11.154100, 30.379720], [-0.234160, -11.622470, 30.018130], [1.704020, -11.000430, 28.024300], [1.385500, -9.023790, 29.299550], [-0.362340, -9.416850, 29.125890], [0.156790, -7.670390, 27.509990], [-0.263410, -9.285130, 26.820210], [1.718660, -6.898640, 25.775290], [1.031960, -8.331280, 24.914160], [2.733590, -8.042660, 25.051270], [8.327040, -12.994560, 25.571060], [8.147230, -13.250590, 24.192760], [8.081750, -12.024500, 23.441310], [8.401120, -12.293940, 21.962440], [9.802720, -12.358500, 21.608090], [10.019900, -12.867340, 20.243730], [9.819560, -14.370780, 20.094820], [10.654900, -14.955750, 21.026010], [10.548730, -16.359290, 20.949580], [9.130180, -12.271150, 25.711610], [8.706360, -13.806170, 26.191940], [7.375060, -12.646340, 25.971770], [8.753780, -11.245190, 23.800690], [7.064350, -11.638400, 23.503920], [8.062030, -11.409340, 21.423370], [7.817610, -13.166970, 21.670160], [10.304840, -12.995210, 22.210230], [11.069430, -12.702180, 20.000200], [9.381420, -12.369050, 19.514240], [9.953050, -14.708750, 19.067170], [8.793140, -14.669210, 20.308100], [9.621300, -16.677900, 21.425460], [11.391610, -16.805470, 21.477380], [10.695090, -16.754930, 19.944510], [3.282400, -18.256250, 27.838660], [4.083940, -19.447330, 27.666700], [4.213850, -20.280860, 28.770900], [4.693020, -21.637920, 28.278630], [3.861820, -22.054710, 27.179160], [4.388790, -23.182210, 26.458970], [3.366460, -23.666460, 25.433630], [3.118960, -22.670310, 24.426870], [4.123010, -22.559740, 23.414390], [3.845560, -17.437810, 28.287100], [2.438030, -18.429040, 28.505960], [2.738780, -18.097160, 26.907390], [3.240760, -20.351330, 29.256930], [4.932440, -19.850430, 29.468370], [4.521710, -22.323340, 29.108660], [5.755250, -21.650460, 28.034480], [3.417590, -21.252140, 26.756500], [4.818160, -23.928180, 27.127750], [5.212280, -22.779920, 25.868950], [2.416870, -23.868600, 25.929120], [3.678440, -24.555960, 24.886300], [4.969530, -22.041140, 23.864460], [3.744680, -21.887690, 22.644120], [4.375120, -23.510960, 22.945660], [-3.498250, -13.018330, 24.827700], [-2.162520, -13.511740, 25.120540], [-1.623650, -13.100450, 26.500150], [-1.137450, -11.733890, 26.437430], [-3.439700, -12.060230, 24.841990], [-2.200590, -14.595570, 25.011110], [-1.415070, -13.311750, 24.352810], [-0.853130, -13.820170, 26.776560], [-2.407650, -13.193570, 27.251670], [-0.502090, -11.427350, 27.088540], [3.989180, -7.339040, 21.141270], [3.792040, -8.642300, 21.686920], [5.103920, -9.497040, 21.698740], [5.586070, -9.760010, 20.397520], [4.049230, -7.466670, 20.191680], [3.377380, -8.548440, 22.690590], [3.183710, -9.212990, 20.985250], [4.770950, -10.448710, 22.112930], [5.862670, -9.127910, 22.388770], [5.750220, -8.978440, 19.864790]], "atomic_forces_ev_per_a": [[-0.84, 0.52, 0.42], [-0.39, 3.08, -1.05], [1.21, -1.59, 0.03], [-0.81, -0.84, 0.28], [0.08, 0.31, 1.66], [1.07, -0.60, -2.22], [0.04, 0.15, 0.20], [-1.60, 0.06, -0.33], [0.27, -1.08, 0.26], [-0.16, 0.56, -0.46], [0.36, -0.19, 0.37], [0.03, -0.16, -0.10], [0.06, 0.27, 0.56], [0.49, -0.45, -0.08], [0.04, -0.27, -0.01], [0.15, -0.03, -0.03], [0.16, -0.20, -0.26], [-0.12, 0.04, -0.11], [-0.11, 0.22, -0.18], [0.16, 0.03, 0.04], [0.40, 0.09, 0.22], [-0.93, -0.48, 0.33], [0.47, -0.21, -0.28], [-0.37, 0.05, 0.30], [0.40, 0.11, -0.47], [0.55, 0.64, 0.12], [-0.11, 0.43, 0.11], [-0.15, 0.09, 0.19], [0.15, 0.06, -0.03], [-0.40, -0.57, 0.46], [-1.80, -0.62, 1.55], [1.01, 2.27, -0.93], [0.00, -1.13, 1.17], [0.79, 0.55, -1.16], [0.87, -0.09, 2.65], [-0.22, -0.28, -1.62], [-0.12, 0.47, -0.87], [0.38, -0.33, -0.49], [-0.66, -0.89, -0.52], [-0.42, 4.56, -2.68], [-0.01, -2.75, 1.90], [0.13, -0.59, -0.43], [0.60, 0.70, -0.30], [0.17, -0.15, -0.25], [0.32, 0.44, -0.21], [-0.10, 0.08, -0.62], [0.09, -0.32, 0.18], [-0.80, -0.70, 0.35], [-0.40, -0.26, 0.73], [-0.28, -0.07, -0.38], [0.28, -0.20, -0.32], [-0.06, -0.04, 0.43], [0.28, 0.28, 0.58], [0.02, 0.29, 0.37], [0.30, -0.14, 0.40], [-0.48, 0.10, -0.24], [-0.06, 0.19, 0.03], [-0.10, -0.16, -0.05], [-0.01, 0.08, 0.03], [0.31, -1.23, 0.80], [0.13, -0.18, 0.18], [0.58, 0.11, -0.93], [-1.27, -0.76, 1.28], [-0.05, 0.06, 0.05], [0.50, -0.09, 0.31], [-0.46, -0.23, -0.47], [-0.97, -0.99, 0.32], [0.44, 1.53, -0.71], [-0.17, 0.06, -0.52], [2.46, -0.64, 0.05], [-0.21, 0.44, 0.29], [-0.16, 0.23, -0.06], [0.02, -0.17, -0.19], [-0.04, -0.09, 0.06], [-0.04, 0.86, 0.35], [0.05, -0.26, 0.34], [0.04, 0.29, -0.48], [-0.49, -0.44, 0.05], [-0.10, 0.34, -0.10], [0.19, 0.10, 0.13], [-0.35, 0.20, 0.17], [-0.29, 0.29, 0.17], [-0.19, -0.28, -0.25], [-0.20, 0.49, -0.43], [0.37, -0.59, -0.23], [0.50, -0.25, 0.34], [0.12, -0.05, 0.05], [-0.14, -0.04, 0.14], [-0.02, 0.08, 0.17], [-0.29, -0.15, -0.07], [0.20, -0.30, -1.05], [0.02, 0.56, 1.18], [0.77, -0.63, -1.28], [0.48, -0.34, -0.53], [1.27, -1.02, -0.01], [-1.06, 2.18, 1.13], [0.06, -2.25, 1.06], [0.49, 1.17, -0.21], [1.48, 1.08, -0.85], [-1.14, 1.87, -1.34], [0.10, -1.01, 0.26], [-0.08, -0.08, 0.04], [-0.29, -0.46, 1.28], [-0.29, 0.94, -0.14], [-0.83, -0.28, -0.32], [-0.14, 1.09, 0.07], [0.30, -0.15, 0.49], [0.40, -0.25, 0.28], [-0.01, -0.16, -0.27], [-1.04, -0.06, -0.21], [-0.37, -0.13, -0.13], [0.55, -0.04, 0.07], [-0.42, -0.47, -0.26], [-0.11, -0.34, 0.31], [-0.21, -0.20, 0.24], [-0.18, 0.02, -0.04], [-0.12, -0.32, -0.59], [0.08, 0.03, 0.38], [-0.16, 0.01, 0.51], [0.25, -0.45, 0.01], [-0.58, -0.32, -0.12], [0.01, 0.77, 1.18], [-0.02, -1.38, -0.62], [-0.11, -0.70, -2.31], [0.15, 0.92, 0.26], [-0.20, 0.20, 1.10], [-2.02, 0.80, -0.13], [2.70, 0.36, -0.06], [-0.17, -0.61, 0.30], [0.10, -1.70, 1.53], [0.01, -0.20, 0.28], [-0.51, 0.02, -0.12], [0.24, 0.06, -0.54], [0.24, 0.64, 0.00], [0.15, 0.37, -0.05], [0.22, -0.10, 0.00], [-0.11, -0.08, -0.04], [0.09, 0.02, -0.06], [0.25, 0.22, 0.23], [0.50, -0.73, -0.22], [-0.31, 0.72, 0.07], [0.19, 0.00, -0.46], [0.37, 0.11, -0.18], [-0.11, 0.04, 0.12], [0.19, -0.57, 0.43], [-0.71, 0.10, -0.41], [0.37, -0.49, 0.38], [-0.51, 0.70, 0.19], [0.10, 0.69, -0.27], [-0.41, 0.11, -0.37], [1.21, 0.67, 0.00], [0.61, -1.18, -0.70], [-0.90, 0.60, 0.28], [0.17, -1.54, 1.08], [1.11, 0.52, -1.30], [-1.65, -0.20, 0.71], [1.07, -1.14, -0.21], [0.09, 1.80, -1.46], [0.25, -0.94, -0.12], [-0.70, 0.35, -0.10], [-0.70, 0.14, 0.46], [0.00, 0.35, -0.25], [-0.31, 0.55, 0.80], [0.01, 0.26, -0.81], [0.18, 0.00, 0.35], [-0.07, -0.40, 0.24], [0.24, -0.22, -0.49], [0.12, -0.08, 0.18], [-0.01, 0.40, 0.63], [0.02, 0.05, 0.14], [-0.26, 0.38, -0.53], [-0.52, 0.00, 0.58], [-0.27, 0.29, -0.07], [0.29, -0.60, 0.45], [0.18, 0.54, 0.12], [0.91, 0.15, -0.11], [0.14, -0.74, -0.77], [-0.33, 0.69, 0.51], [0.35, -0.48, -0.26], [0.07, -0.28, 0.11], [-1.11, 0.98, 0.18], [0.89, -1.04, -0.18], [0.82, -0.33, 0.63], [-0.22, 0.61, -0.02], [-0.45, -0.78, -0.67], [0.05, 0.25, 0.40], [0.25, -0.15, 0.37], [-0.20, 0.10, 0.02], [-0.64, -0.10, -0.14], [-0.18, -0.20, -0.22], [0.02, -0.11, 0.30], [0.00, 0.30, -0.16], [0.03, 0.33, 0.10], [0.66, -0.01, -0.25], [-0.53, 0.07, 0.21], [-0.14, -0.27, -0.32], [-0.08, 0.19, 0.46], [-0.55, 0.22, -0.38], [-0.45, -1.32, 0.32], [-0.91, 1.73, -0.97], [0.40, -0.21, 0.38], [-0.91, 0.06, 0.28], [-0.56, -0.24, 1.78], [-0.16, 1.39, -1.61], [0.19, 0.12, -0.46], [-0.30, -0.20, -0.01], [-0.43, 0.68, 0.86], [0.19, 0.18, -0.57], [0.07, -0.43, 0.53], [0.79, 0.63, -0.31], [-0.11, -0.26, 0.18], [0.11, -0.02, 0.32], [0.35, -0.21, 0.27], [0.31, 0.26, -0.10], [0.37, -0.59, -0.92], [-0.49, -0.17, 0.08], [0.73, -0.41, -0.24], [-0.08, 0.11, -0.11], [0.25, -0.36, 0.32], [0.47, -0.33, -0.26], [-0.23, -0.07, 0.03], [0.13, -0.18, 0.19], [1.29, -0.34, 0.16], [-0.32, -0.15, 0.22], [0.25, 0.79, -0.37], [-1.40, -0.85, -1.39], [0.00, 0.19, 0.00], [-0.49, -0.18, 0.61], [-0.05, 0.90, -0.18], [0.41, 0.11, -0.01], [-0.21, 0.09, 0.01], [0.57, -0.63, 0.97], [0.07, -0.18, 0.28], [1.65, -0.49, -0.83], [-1.23, 0.49, 0.47], [0.01, -0.53, -0.04], [-0.10, 0.26, -0.14], [-0.11, -0.06, -0.16], [-0.72, -0.03, 0.37], [0.24, -0.24, -0.14], [0.21, 0.42, -0.19], [0.02, 0.33, 0.40]], "lowdin_charge": [-0.0254, -0.5213, -0.0341, -0.1311, -0.1559, -0.1037, -0.4712, -0.0031, -0.0352, -0.0739, -0.0234, 0.0779, 0.0651, 0.0784, 0.0880, 0.0825, 0.0712, 0.0983, 0.0951, 0.0986, 0.0942, 0.0950, 0.1107, 0.0702, 0.0780, 0.0633, 0.0862, 0.0663, 0.0822, 0.0608, -0.0534, -0.4918, -0.0242, -0.1587, -0.1685, -0.1264, -0.4486, -0.0345, -0.0239, -0.1635, 0.0239, 0.0801, 0.0932, 0.0887, 0.0951, 0.0739, 0.0787, 0.1148, 0.1209, 0.0978, 0.1100, 0.1093, 0.0783, 0.0771, 0.0664, 0.0728, 0.0680, 0.0818, 0.0731, 0.0945, -0.0265, -0.4443, -0.0200, -0.1453, -0.1881, -0.1230, -0.4081, 0.0045, -0.0183, -0.0873, -0.0162, 0.0561, 0.0778, 0.0768, 0.0718, 0.0601, 0.0663, 0.1080, 0.1196, 0.0896, 0.1031, 0.1138, 0.1043, 0.0551, 0.0491, 0.0611, 0.0690, 0.0782, 0.0693, 0.0686, -0.0416, -0.4508, -0.0135, -0.1372, -0.1582, -0.1312, -0.4908, -0.0268, -0.0275, -0.1254, -0.0097, 0.0656, 0.0764, 0.0803, 0.0758, 0.0544, 0.0608, 0.1134, 0.1101, 0.0738, 0.1138, 0.1201, 0.1184, 0.0692, 0.0530, 0.0941, 0.0740, 0.0868, 0.0784, 0.1085, -0.0548, -0.4818, -0.0186, -0.1080, -0.1681, -0.1300, -0.4918, -0.0746, -0.0331, -0.0834, -0.0137, 0.0846, 0.0646, 0.0886, 0.0609, 0.0769, 0.0813, 0.1036, 0.1107, 0.1055, 0.0994, 0.1206, 0.0962, 0.0927, 0.0887, 0.0867, 0.0817, 0.0805, 0.0667, 0.0756, -0.1000, -0.1808, -0.2097, -0.1864, -0.0788, -0.2049, -0.2256, -0.1833, -0.0870, 0.0616, 0.0865, 0.0855, 0.1165, 0.1053, 0.1163, 0.1229, 0.1129, 0.1289, 0.1271, 0.1283, 0.1142, 0.0855, 0.0876, 0.0678, -0.1125, -0.2101, -0.1933, -0.2096, -0.0482, -0.1822, -0.2706, -0.1717, -0.0941, 0.0837, 0.0768, 0.0910, 0.1214, 0.0995, 0.1154, 0.1082, 0.1003, 0.1166, 0.1193, 0.1106, 0.1051, 0.0642, 0.0923, 0.0890, -0.0508, -0.2630, -0.2206, -0.2114, -0.0644, -0.2028, -0.1948, -0.2032, -0.0941, 0.0782, 0.0858, 0.0922, 0.1229, 0.1250, 0.1171, 0.1167, 0.1134, 0.1252, 0.1019, 0.1194, 0.1116, 0.0568, 0.0752, 0.0889, -0.0688, -0.2262, -0.2197, -0.1012, 0.0736, 0.1139, 0.0970, 0.0835, 0.1129, 0.0125, -0.0655, -0.2211, -0.2446, -0.0604, 0.0752, 0.1086, 0.1001, 0.0805, 0.1155, 0.0822], "smiles": "CC1(C)CCCC(C)(C)N1O.CC1(C)CCCC(C)(C)N1O.CC1(C)CCCC(C)(C)N1O.CC1(C)CCCC(C)(C)N1O.CC1(C)CCCC(C)(C)N1O.COCCNCCOC.COCCNCCOC.COCCNCCOC.OCCO.OCCO", "gap_ev": 8.47, "lumo_energy_ev": 0.5, "homo_energy_ev": -7.99}